No. 1
Entry from the OMol25 dataset: a structure of composition C15H30BCeF4NOP2 in a non-equilibrium geometry (the ωB97M-V functional and the def2-TZVPD basis).

Structure (XYZ):
```
55
Properties=species:S:1:pos:R:3:forces:R:3
Ce -0.137177 0.020722 -0.073788 1.8 2.7 -1.6
P 2.403525 0.738195 -0.057352 2.2 1.0 0.1
P -2.417286 -0.916489 -0.076322 -5.7 -1.9 0.2
F 2.117082 -2.639245 2.220296 -6.0 -5.4 1.2
F 1.512774 -1.238009 0.437466 10.1 5.6 5.4
F 3.361395 -1.701219 1.440939 5.5 5.1 -3.6
F 3.625212 -3.219062 0.086196 -2.5 0.4 -1.1
O 0.538354 -2.160078 -0.276750 -7.5 -14.9 -2.7
N -0.690896 1.804201 -0.289729 0.7 -3.0 1.2
C -2.639364 -2.466422 -1.015255 -0.2 -0.4 -0.2
C 0.682484 -3.246488 0.590841 -3.7 4.5 -4.3
C -1.116614 2.957197 -0.623119 -1.4 4.5 -1.2
C -2.043733 5.498251 -1.336734 0.0 0.0 0.0
C 3.172835 0.934708 1.577703 0.1 0.8 0.4
C -1.110485 3.355102 -1.980651 -0.2 0.5 0.2
C -3.488344 0.259795 -0.989140 -0.1 0.0 -0.1
C 1.572319 -4.275955 0.147914 0.5 -2.7 -0.6
C 3.500584 -0.452740 -0.916105 -0.1 -0.1 -0.3
C -1.570478 4.620267 -2.322599 -0.1 0.2 0.0
C -1.591644 3.841117 0.372884 -0.2 0.4 -0.3
C 2.595059 2.273753 -0.911318 1.1 1.1 -0.3
C -2.050894 5.097413 0.008524 -0.1 0.2 -0.2
C -0.161413 -3.212545 1.789786 -0.8 -0.8 0.6
C -3.362943 -1.189908 1.462420 -0.1 -0.1 0.4
B 2.343881 -2.433198 0.704168 7.7 1.6 7.7
H 2.329058 -4.457327 0.929095 -0.4 -0.7 -0.5
H -3.069443 0.431888 -1.993427 -0.2 0.0 0.3
H -3.697065 -2.772163 -0.992530 0.3 0.1 -0.1
H -2.862758 -1.939358 2.096370 -0.2 0.3 -0.3
H -4.388726 -1.523957 1.243739 0.3 0.1 0.1
H 4.529431 -0.097421 -0.835959 0.1 -0.1 -0.2
H -2.406570 6.493533 -1.615029 0.2 -0.4 0.1
H 2.064791 -4.041437 -0.810506 -0.6 -0.5 0.4
H -3.398354 -0.246812 2.031613 0.0 -0.3 -0.2
H -4.504850 -0.150017 -1.068895 0.2 0.1 -0.1
H -2.023852 -3.279249 -0.603518 -0.2 0.3 -0.1
H -1.580866 3.501893 1.415790 0.0 0.2 -0.5
H 2.609021 1.682888 2.148468 0.2 0.1 -0.2
H 2.231850 2.172954 -1.942443 0.1 0.1 0.2
H -3.516748 1.223661 -0.459198 0.1 -0.3 -0.2
H 3.660367 2.545923 -0.908123 -0.2 0.4 -0.3
H -1.172609 -3.523441 1.510542 -0.2 -0.1 0.0
H 2.008370 3.050195 -0.405513 0.1 -0.1 -0.1
H -2.419755 5.781429 0.780311 0.1 -0.2 -0.3
H -0.740060 2.645627 -2.731356 -0.1 0.3 0.3
H 4.214280 1.276278 1.447445 -0.3 -0.1 0.1
H 3.202580 -0.542561 -1.963890 0.2 0.2 -0.1
H -2.328063 -2.301651 -2.058882 -0.1 -0.1 0.3
H -1.563612 4.928342 -3.373119 0.0 0.0 0.4
H 0.979057 -5.167274 0.062300 -0.4 -0.8 -0.2
H 0.183045 -0.325937 1.717300 -0.5 0.4 1.9
H 3.163212 0.002455 2.145861 0.0 0.3 -0.3
H 3.441240 -1.468240 -0.470765 0.9 1.6 -1.0
H -0.226021 -2.201695 2.235032 0.3 -0.5 -0.2
H 0.238816 -3.947891 2.499012 -0.3 0.4 0.0
```
Forces are in eV/Å.

Calculated values
- LUMO level (alpha / beta): -0.03124 / -0.03119 Ha
- Energy relative to the best compared isomer or geometry (same formula, charge and spin): 448.76 kcal/mol
- Total charge: 0
- E: -2301.1748 Ha

***

No. 2
Entry from the OMol25 dataset: a structure of composition C15H30Ca2Cl2CsF3IN2O6PSiTa in a non-equilibrium geometry (the ωB97M-V functional and the def2-TZVPD basis).

Structure (XYZ):
```
65
Properties=species:S:1:pos:R:3:forces:R:3
Ta 2.655983 -0.404838 -0.534457 2.3 -1.3 -1.0
Cs 3.405870 -9.016169 2.834254 0.1 -2.4 -1.3
I 4.964748 0.485173 0.962187 -0.9 -0.6 -0.9
Ca 3.363417 -6.357044 4.529443 -0.4 2.1 3.4
Ca -0.553958 -4.368186 1.183196 -2.3 -0.4 0.5
Cl 0.175540 3.990138 3.382495 -0.7 0.0 0.6
Cl 2.303479 3.983984 1.441596 0.5 0.5 -0.1
P 4.362924 -1.367878 -2.296507 0.2 2.9 -0.6
Si 1.176299 0.652009 1.307596 -1.1 2.3 -0.3
F -2.926766 -1.612275 -1.932518 3.8 -2.4 -0.7
F -1.130892 -2.238094 -3.438372 -2.0 -0.5 5.0
F -1.632395 -3.541273 -1.373333 0.2 2.8 -1.8
O -6.321373 2.923907 -3.402008 0.0 -0.2 -0.8
O -5.352336 3.256493 0.149215 0.9 0.1 0.7
O -3.345362 2.262916 0.392442 -0.4 0.7 0.2
O -3.781427 4.210533 1.510772 -0.7 -2.0 -1.8
O 5.534883 -0.119023 -2.748457 -0.2 -3.6 -0.6
O -1.307260 6.915092 -1.022189 -0.4 -0.5 0.4
N 4.238440 -2.788747 1.115416 -3.8 -4.8 1.5
N 3.434176 -1.849992 -3.738829 -0.8 1.1 1.0
C -5.282761 2.221292 -0.812882 -0.5 -0.2 -0.9
C -4.176255 1.354489 -0.305648 0.2 -0.9 -0.2
C 0.917151 -1.321498 -1.715476 -0.8 -0.7 -0.7
C -1.555732 -2.174202 -2.012416 -0.8 2.2 -0.2
C 3.302957 -5.279623 2.120400 -1.2 3.7 -1.9
C -0.585088 -1.157403 -1.102240 -0.5 -1.0 -2.3
C -2.443498 6.604546 -0.416323 -1.1 1.1 -0.6
C 0.439703 -0.604996 2.597271 -0.5 0.1 2.0
C -4.128927 3.321503 0.751462 0.4 2.1 1.6
C 2.286705 1.875486 2.372632 -2.2 -1.1 2.9
C 1.650590 -3.504823 0.837862 2.4 -1.2 1.1
C -0.242008 1.803999 0.586231 0.1 0.1 -0.9
C 1.742537 -4.980913 1.594639 3.7 2.8 -0.8
C 2.874478 -2.458845 0.612865 -0.2 -4.0 2.1
C 4.385365 -4.107380 1.792356 -1.5 -0.3 -0.4
H 1.119362 -2.482584 -1.876559 -0.4 2.2 0.3
H 6.332449 -0.615059 -3.134718 -1.5 1.2 0.7
H 3.589200 -6.303417 2.657733 -0.2 2.5 -3.5
H -2.444110 5.709682 0.228969 0.6 -0.6 0.5
H -5.535493 3.172939 -3.911289 -0.3 0.0 0.1
H -6.821992 2.356113 -4.007028 0.1 0.2 0.2
H 0.137960 2.137776 -0.495728 -1.0 -0.7 2.2
H -0.732142 -1.520086 0.000347 0.2 1.0 -1.9
H -0.344678 2.775909 1.228718 -0.2 -1.9 -1.0
H -3.624589 0.867524 -1.114455 0.1 0.1 0.2
H 2.854850 2.605253 1.653413 1.6 -1.1 -1.4
H -0.337405 -1.352039 2.137711 1.3 1.2 0.7
H -3.317158 6.395153 -1.056759 0.2 -0.5 -0.7
H 1.257913 -1.176232 3.219516 -1.6 0.9 -1.3
H 0.850899 -5.725583 1.730193 2.4 0.6 0.2
H -4.530728 0.590370 0.394034 0.0 0.0 0.0
H 2.857174 -0.994858 -3.991523 0.8 -1.5 0.0
H 0.934732 -0.849349 -2.811047 -0.2 -0.9 2.4
H -1.241637 1.195199 0.488980 1.8 1.5 0.3
H 2.966995 1.311958 3.139677 -0.4 2.1 -1.4
H 1.495159 2.543197 2.962921 0.3 -1.2 -0.1
H 0.592670 -3.203160 0.388725 3.7 0.9 -0.2
H 2.759852 -2.586371 -3.387433 1.1 1.0 -0.7
H -2.870084 7.353309 0.272571 0.7 0.3 0.6
H -0.162078 0.063329 3.382704 1.1 -1.5 -1.6
H -1.038749 -0.072273 -1.307130 1.1 -2.5 0.8
H 5.496548 -4.362430 2.154128 -2.7 0.8 -0.9
H 2.595447 1.209940 -1.502814 -0.3 -0.7 0.6
H -5.055207 2.660944 -1.789726 -0.1 -0.2 0.5
H -6.234368 1.686487 -0.876806 0.1 0.3 0.0
```
Forces are in eV/Å.

Calculated values
- LUMO level: -0.23121 Ha
- Total charge: +1
- E: -4730.0842 Ha